[1]
Entry from the OMol25 dataset: a gas-phase ion, C10H10NO3 (charge -1) at a distorted geometry (the ωB97M-V functional and the def2-TZVPD basis).

Calculated values
- HOMO energy (eV) = -3.996
- net charge = -1
- ΔE to the lowest compared entry with this formula, charge and spin (kcal/mol) = 45.3
- electronic energy (Eh) = -667.50515
- spin multiplicity = 1
- SMILES = [H]/N=C/[C@@](C)(Oc1ccccc1)C(=O)[O-]
- lowest unoccupied orbital energy (eV) = 3.34
- gap between HOMO and LUMO (eV) = 7.3

Atoms and positions in Å:
H1 0.867 -1.358 0.506
C1 -3.014 0.483 -0.126
C2 0.656 0.581 -0.347
C3 -1.543 0.046 1.994
C4 -1.686 -1.513 -0.114
H2 -2.068 1.020 2.363
O1 -0.624 0.952 0.011
H3 -1.579 -2.547 -1.874
C5 3.468 0.405 -0.743
N1 -1.402 -1.595 -1.310
C6 2.756 -0.576 -0.054
H4 -2.012 -0.781 2.558
C7 2.753 1.404 -1.303
C8 1.422 1.569 -0.980
C9 -1.566 0.077 0.506
H5 -2.332 -2.256 0.449
H6 3.309 2.043 -1.927
H7 -0.545 0.009 2.427
H8 3.236 -1.440 0.458
C10 1.398 -0.557 0.067
H9 0.838 2.418 -1.148
O2 -3.841 0.368 0.750
H10 4.518 0.498 -0.832
O3 -3.008 0.750 -1.331



[2]
Entry from the OMol25 dataset: C10H10O2 in the gas phase at a distorted geometry (the ωB97M-V functional and the def2-TZVPD basis).

Calculated values
- HOMO energy (eV) = -8.544
- net charge = 0
- ΔE to the lowest compared entry with this formula, charge and spin (kcal/mol) = 268.2
- electronic energy (Eh) = -537.13967
- spin multiplicity = 1
- SMILES = O=C1OCC[C@@H]1c1ccccc1
- lowest unoccupied orbital energy (eV) = 0.21
- gap between HOMO and LUMO (eV) = 8.8

Atoms and positions in Å:
H1 -0.586 -2.503 1.731
C1 -0.605 -1.335 1.899
C2 0.764 0.311 -3.334
C3 -1.315 0.991 1.473
H2 -1.868 -0.934 3.961
H3 -1.951 -0.754 0.056
C4 0.166 0.027 -0.478
H4 2.943 1.197 -3.897
H5 2.003 0.735 0.967
C5 2.704 1.017 -1.392
C6 2.261 0.882 -2.973
C7 -0.239 -0.102 -2.093
O1 -2.290 0.444 2.471
H6 0.236 -1.009 2.647
C8 -0.984 -0.389 0.613
H7 -2.908 -1.524 2.322
O2 -0.815 2.221 1.339
H8 0.317 0.196 -4.425
C9 -1.974 -0.987 2.794
C10 1.670 0.595 -0.148
H9 -1.326 -0.513 -2.346
H10 3.797 1.432 -1.187



[3]
Entry from the OMol25 dataset: C10H10O2S in the gas phase at a distorted geometry (the ωB97M-V functional and the def2-TZVPD basis).

Calculated values
- HOMO energy (eV) = -8.981
- net charge = 0
- ΔE to the lowest compared entry with this formula, charge and spin (kcal/mol) = 118.9
- electronic energy (Eh) = -935.54711
- spin multiplicity = 1
- lowest unoccupied orbital energy (eV) = 0.79
- gap between HOMO and LUMO (eV) = 9.8

Atoms and positions in Å:
H1 -0.085 0.179 3.443
C1 -1.055 -1.172 -0.897
C2 0.955 -1.528 -2.719
H2 1.889 -1.457 -3.310
C3 0.809 -2.446 -1.718
H3 -1.820 2.624 0.888
H4 1.662 -3.003 -1.394
C4 0.003 1.078 3.021
C5 -0.403 0.859 1.630
H5 1.039 1.354 2.948
O1 -0.907 -0.462 1.532
C6 0.169 1.616 0.451
H6 -1.472 0.627 -1.878
S1 -2.219 -0.835 0.569
H7 -0.257 -2.944 0.042
C7 -0.991 1.918 0.867
H8 0.727 1.595 -0.455
C8 -0.200 -2.292 -0.805
H9 -0.563 1.881 3.449
C9 -0.960 -0.329 -1.976
C10 0.094 -0.456 -2.831
H10 0.360 0.292 -3.589
O2 -2.860 0.450 0.236



[4]
Entry from the OMol25 dataset: a molecular structure, C10H10O3 at a distorted geometry (the ωB97M-V functional and the def2-TZVPD basis).

Calculated values
- HOMO energy (eV) = -8.470
- net charge = 0
- ΔE to the lowest compared entry with this formula, charge and spin (kcal/mol) = 107.7
- electronic energy (Eh) = -612.58970
- spin multiplicity = 1
- lowest unoccupied orbital energy (eV) = -0.08
- gap between HOMO and LUMO (eV) = 8.4

Atoms and positions in Å:
H1 1.093 1.142 -0.693
C1 -0.266 -0.530 -0.308
O1 -0.948 1.834 -0.628
O2 4.279 -0.884 0.251
O3 3.443 1.087 -0.384
H2 0.219 -2.463 -0.152
H3 2.203 -2.058 -0.108
C2 2.125 -0.901 -0.266
C3 -0.832 2.637 0.428
H4 -3.740 -1.320 0.487
H5 -1.706 2.556 0.993
H6 0.109 2.420 1.030
C4 -2.583 0.185 -0.194
C5 1.022 -0.107 -0.603
H7 -0.893 3.741 0.174
H8 -2.303 -3.298 -0.175
C6 -1.891 -2.240 -0.078
H9 5.205 -0.402 0.970
C7 3.344 -0.096 -0.230
H10 -3.221 1.062 -0.142
C8 -0.608 -1.733 -0.106
C9 -2.827 -1.093 0.114
C10 -1.224 0.461 -0.381



[5]
Entry from the OMol25 dataset: C10H10S in the gas phase at a distorted geometry (the ωB97M-V functional and the def2-TZVPD basis).

Calculated values
- HOMO energy (eV) = -7.938
- net charge = 0
- ΔE to the lowest compared entry with this formula, charge and spin (kcal/mol) = 7.0
- electronic energy (Eh) = -785.16467
- spin multiplicity = 1
- SMILES = CC1=CSC2=CC=CC=C1C2
- lowest unoccupied orbital energy (eV) = 0.44
- gap between HOMO and LUMO (eV) = 8.4

Atoms and positions in Å:
H1 1.864 2.668 -0.504
C1 1.624 -1.298 0.347
C2 2.635 -0.644 -0.279
C3 -0.885 -2.061 -0.180
H2 1.410 0.212 1.849
H3 -2.662 0.693 -0.623
H4 3.676 1.203 -0.513
H5 -0.404 1.899 -0.817
C4 -2.646 -0.315 -0.219
S1 0.748 -2.726 -0.219
H6 -3.168 -0.302 0.738
C5 2.714 0.774 -0.263
C6 -1.231 -0.769 -0.020
C7 0.794 -0.515 1.320
H7 -3.177 -0.983 -0.891
H8 -1.606 -2.816 -0.447
C8 -0.189 0.160 0.384
H9 0.286 -1.161 2.035
C9 1.642 1.638 -0.250
C10 0.267 1.287 -0.231
H10 3.362 -1.180 -0.871



[6]
Entry from the OMol25 dataset: a molecular structure, C10H11Br6InNO6V at a distorted geometry (the ωB97M-V functional and the def2-TZVPD basis).

Calculated values
- HOMO energy (eV) = -14.295
- net charge = +2
- electronic energy (Eh) = -17471.01360
- spin multiplicity = 1
- lowest unoccupied orbital energy (eV) = -12.09
- gap between HOMO and LUMO (eV) = 2.2

Atoms and positions in Å:
In1 -1.756 -5.079 1.595
C1 -0.226 -1.648 -3.544
Br1 1.408 1.917 -0.365
O1 2.528 -5.068 -1.621
H1 -1.224 -1.234 -3.550
O2 -2.931 3.638 1.016
H2 3.218 -3.243 -3.361
H3 -0.969 -0.042 3.028
O3 -2.049 -2.179 1.189
C2 2.219 -2.836 -3.401
C3 0.657 -1.311 -4.508
H4 -0.618 0.965 1.548
C4 -0.821 3.617 4.820
H5 -0.723 -2.677 -1.751
H6 1.879 2.981 2.006
Br2 -0.024 4.442 1.124
Br3 -2.314 4.726 3.893
Br4 3.295 4.493 0.748
H7 -0.235 -1.183 0.859
C5 0.033 -2.584 -2.517
C6 -1.277 0.237 2.020
C7 1.933 -1.898 -4.424
H8 0.400 -0.602 -5.281
Br5 1.078 4.419 4.686
C8 1.246 -3.307 -2.521
V1 -2.905 2.217 0.378
N1 1.636 -4.225 -1.419
H9 -1.529 -0.547 0.044
O4 -2.430 0.994 2.310
O5 1.033 -4.097 -0.354
H10 -0.728 2.668 4.292
Br6 -1.145 3.410 6.757
O6 -1.800 2.118 -0.705
H11 2.743 -1.524 -5.033
C9 -1.288 -0.956 1.025
C10 1.689 3.399 1.018